[1]
Here is 2 unconnected molecules or ions with the total composition C11H18O from the OMol25 dataset. Energies are from ωB97M-V/def2-TZVPD.

As for the net charge: 0. The frontier orbital gap is 9.3 eV. The calculation puts the highest occupied orbital energy at -8.39 eV. For the energy relative to the best compared isomer or geometry (same formula, charge and spin), the calculation gives 2.6 kcal per mole. Its SMILES is CCc1ccc(O)cc1.CCC.

Geometry (Å):
C: 2.197 -1.237 -1.071
C: 0.786 -0.840 -0.622
C: 0.778 0.397 0.244
C: 0.967 1.656 -0.321
C: 1.016 2.791 0.467
C: 0.857 2.687 1.847
O: 0.902 3.780 2.661
C: 0.654 1.446 2.425
C: 0.621 0.314 1.621
H: 2.612 -0.473 -1.734
H: 2.162 -2.153 -1.660
H: 2.854 -1.357 -0.211
H: 0.164 -0.656 -1.500
H: 0.354 -1.666 -0.057
H: 1.086 1.734 -1.396
H: 1.152 3.777 0.035
H: 0.960 4.584 2.142
H: 0.527 1.378 3.497
H: 0.456 -0.649 2.090
C: -2.760 -1.725 -1.993
C: -1.971 -3.049 -2.070
C: -2.877 -4.226 -1.659
H: -2.086 -0.874 -1.921
H: -3.392 -1.605 -2.872
H: -3.394 -1.744 -1.106
H: -1.106 -3.005 -1.410
H: -1.622 -3.211 -3.091
H: -2.314 -5.138 -1.476
H: -3.624 -4.408 -2.431
H: -3.396 -3.960 -0.737

Quick look at the natural (NBO) charges, all values in e: atom 1 (C): -0.60, atom 2 (C): -0.41, atom 3 (C): -0.07, atom 4 (C): -0.13, atom 5 (C): -0.31, atom 6 (C): 0.30, atom 7 (O): -0.67, atom 8 (C): -0.27, atom 9 (C): -0.18, atom 10 (H): 0.20, atom 11 (H): 0.21, atom 12 (H): 0.21, atom 13 (H): 0.21, atom 14 (H): 0.20, atom 15 (H): 0.20, atom 16 (H): 0.20, atom 17 (H): 0.48, atom 18 (H): 0.22, atom 19 (H): 0.21, atom 20 (C): -0.61, atom 21 (C): -0.39, atom 22 (C): -0.60, atom 23 (H): 0.21, atom 24 (H): 0.20, atom 25 (H): 0.20, atom 26 (H): 0.19, atom 27 (H): 0.20, atom 28 (H): 0.21, atom 29 (H): 0.20, atom 30 (H): 0.20


[2]
Here is a molecular structure, C11H19BBr7CsF8KLi2NO13P2S2 in a non-equilibrium geometry from the OMol25 dataset. Energies are from ωB97M-V/def2-TZVPD.

As for the net charge: -2. The frontier orbital gap is 1.1 eV. The calculation puts the highest occupied orbital energy at -0.29 eV.

Geometry (Å):
C: 0.863 -2.602 1.886
C: 1.743 -3.706 1.000
O: 2.650 -3.010 0.055
C: 2.027 -2.842 -1.270
C: 2.901 -1.661 -2.056
O: 3.068 -0.429 -1.268
C: 1.796 0.040 -0.691
B: 1.742 1.705 -0.494
C: 0.399 2.254 0.343
C: -0.929 2.242 -0.651
O: -1.719 3.348 -0.558
O: -1.259 1.178 -1.615
C: -1.951 0.045 -0.981
C: -2.429 -1.285 -1.874
O: -2.201 -0.020 0.330
H: 0.318 -3.119 2.787
H: 0.107 -2.042 1.154
H: 1.625 -1.755 2.236
H: 0.959 -4.394 0.463
H: 2.388 -4.373 1.728
H: 2.073 -3.826 -1.941
H: 0.872 -2.552 -1.196
H: 2.367 -1.346 -3.073
H: 3.945 -2.180 -2.309
H: 0.888 -0.297 -1.369
H: 1.720 -0.388 0.420
H: 2.602 2.410 -0.880
H: 0.587 3.332 0.813
H: 0.293 1.527 1.270
H: -3.552 -1.585 -1.670
H: -2.286 -1.093 -3.027
H: -1.786 -2.243 -1.619
Cs: -2.852 -1.067 -4.810
Br: 0.148 -4.267 4.462
N: -4.755 6.936 -0.758
S: -3.542 5.974 -1.023
O: -2.207 6.473 -0.712
O: -3.635 5.061 -2.156
F: -3.751 4.945 0.188
S: -4.773 8.134 -1.775
O: -5.665 9.226 -1.384
O: -4.793 7.830 -3.201
F: -3.346 8.822 -1.587
Li: 4.035 2.169 0.562
F: 1.747 -9.863 4.166
P: 1.634 -8.399 4.686
F: 0.756 -8.939 5.854
F: 0.333 -8.254 3.843
F: 2.349 -7.938 5.993
F: 1.588 -6.905 4.246
F: 3.039 -8.496 4.020
Li: -0.765 -4.523 6.640
C: 5.174 -6.341 1.883
Br: 7.000 -6.651 1.289
Br: 4.290 -7.995 2.399
Br: 5.089 -5.004 3.293
H: 4.623 -5.938 1.026
O: 1.622 5.542 -1.313
P: 1.935 5.840 0.163
O: 0.771 5.356 1.042
O: 2.124 7.355 0.350
O: 3.225 5.109 0.571
C: -8.058 7.706 -5.119
Br: -8.825 9.292 -4.295
Br: -7.019 8.145 -6.705
Br: -7.027 6.655 -3.847
H: -8.894 7.080 -5.448
K: 8.606 -4.400 1.512

Quick look at the Mulliken charges, all values in e: atom 1 (C): 0.02, atom 2 (C): 0.07, atom 3 (O): -0.26, atom 4 (C): 0.07, atom 5 (C): -0.50, atom 6 (O): -0.43, atom 7 (C): -0.01, atom 8 (B): 0.37, atom 9 (C): -0.13, atom 10 (C): 0.25, atom 11 (O): -0.38, atom 12 (O): -0.25, atom 13 (C): 0.71, atom 14 (C): -0.84, atom 15 (O): -0.54, atom 16 (H): -0.26, atom 17 (H): -0.12, atom 18 (H): 0.13, atom 19 (H): 0.21, atom 20 (H): -0.03, atom 21 (H): 0.31, atom 22 (H): -0.14, atom 23 (H): 0.27, atom 24 (H): 0.32, atom 25 (H): -0.01, atom 26 (H): -0.05, atom 27 (H): -0.10, atom 28 (H): 0.04, atom 29 (H): 0.28, atom 30 (H): 0.43, atom 31 (H): -0.04, atom 32 (H): 0.27, atom 33 (Cs): 0.47, atom 34 (Br): -0.73, atom 35 (N): -0.34, atom 36 (S): 1.17, atom 37 (O): -0.52, atom 38 (O): -0.60, atom 39 (F): -0.28, atom 40 (S): 1.12, atom 41 (O): -0.68, atom 42 (O): -0.52, atom 43 (F): -0.25, atom 44 (Li): 0.78, atom 45 (F): -0.35, atom 46 (P): 0.82, atom 47 (F): -0.35, atom 48 (F): -0.32, atom 49 (F): -0.34, atom 50 (F): -0.15, atom 51 (F): -0.22, atom 52 (Li): 0.82, atom 53 (C): -0.23, atom 54 (Br): -0.11, atom 55 (Br): 0.16, atom 56 (Br): -0.03, atom 57 (H): 0.31, atom 58 (O): -0.52, atom 59 (P): 0.92, atom 60 (O): -0.57, atom 61 (O): -0.53, atom 62 (O): -0.67, atom 63 (C): -0.33, atom 64 (Br): -0.04, atom 65 (Br): -0.05, atom 66 (Br): 0.06, atom 67 (H): 0.32, atom 68 (K): 0.14


[3]
Here is 2 unconnected molecules or ions with the total composition C11H19BN2O5 in a non-equilibrium geometry from the OMol25 dataset. Energies are from ωB97M-V/def2-TZVPD.

As for the net charge: 0. The frontier orbital gap is 9.5 eV. The calculation puts the highest occupied orbital energy at -9.57 eV. Its SMILES is C#C[C@H]1OC(=O)[C@@H](B(N)O)[C@@H]1CC(=O)N(C)C.CO.

Geometry (Å):
C: 2.365 1.943 3.734
C: 1.845 1.754 2.421
C: 1.202 1.764 0.897
O: 2.196 2.617 0.180
C: 3.395 1.741 -0.017
O: 4.659 2.170 -0.016
C: 2.760 0.229 -0.264
B: 3.598 -1.047 0.423
N: 4.009 -1.094 1.893
O: 3.941 -2.241 -0.410
C: 1.141 0.293 0.143
C: 0.241 0.593 -1.234
C: -1.357 0.224 -0.910
O: -2.144 -0.222 -1.915
N: -1.794 0.419 0.526
C: -2.517 -0.782 1.092
C: -2.539 1.717 0.746
H: 2.716 2.190 4.839
H: 0.194 2.345 1.074
H: 2.885 -0.036 -1.417
H: 4.784 -0.382 1.978
H: 4.425 -2.037 2.051
H: 4.925 -2.234 -0.598
H: 0.744 -0.640 0.772
H: 0.337 1.752 -1.439
H: 0.708 -0.084 -2.067
H: -3.618 -0.922 0.722
H: -2.585 -0.622 2.273
H: -1.829 -1.735 0.899
H: -2.438 1.981 1.906
H: -2.014 2.634 0.189
H: -3.675 1.685 0.448
C: -4.780 -2.347 -3.041
O: -3.631 -2.755 -3.760
H: -5.602 -3.030 -3.268
H: -4.570 -2.376 -1.969
H: -5.057 -1.333 -3.342
H: -2.918 -2.131 -3.539

Quick look at the natural (NBO) charges, all values in e: atom 1 (C): -0.26, atom 2 (C): -0.09, atom 3 (C): 0.04, atom 4 (O): -0.54, atom 5 (C): 0.83, atom 6 (O): -0.55, atom 7 (C): -0.70, atom 8 (B): 1.14, atom 9 (N): -1.11, atom 10 (O): -0.96, atom 11 (C): -0.21, atom 12 (C): -0.51, atom 13 (C): 0.73, atom 14 (O): -0.58, atom 15 (N): -0.56, atom 16 (C): -0.43, atom 17 (C): -0.44, atom 18 (H): 0.29, atom 19 (H): 0.26, atom 20 (H): 0.28, atom 21 (H): 0.41, atom 22 (H): 0.38, atom 23 (H): 0.50, atom 24 (H): 0.27, atom 25 (H): 0.26, atom 26 (H): 0.26, atom 27 (H): 0.20, atom 28 (H): 0.22, atom 29 (H): 0.22, atom 30 (H): 0.22, atom 31 (H): 0.22, atom 32 (H): 0.21, atom 33 (C): -0.24, atom 34 (O): -0.73, atom 35 (H): 0.18, atom 36 (H): 0.16, atom 37 (H): 0.16, atom 38 (H): 0.47


[4]
Here is a molecular structure, C11H19BeN3O6P in a non-equilibrium geometry from the OMol25 dataset. Energies are from ωB97M-V/def2-TZVPD.

As for the net charge: +1. The frontier orbital gap is 9.0 eV. The calculation puts the highest occupied orbital energy at -12.44 eV.

Geometry (Å):
O: -2.077 -4.266 -4.259
C: -1.692 -3.247 -3.912
Be: 0.133 -0.702 -2.205
O: 0.984 -3.854 -2.205
C: 0.692 -2.767 -2.369
C: 2.741 -1.048 -1.686
O: 3.757 -1.171 -1.166
C: 0.162 0.924 -2.930
O: 0.074 1.979 -3.394
C: 1.634 -0.899 -4.444
O: 2.250 -0.885 -5.404
H: -1.162 -0.723 -2.636
C: -2.560 0.146 2.173
N: -1.835 0.379 0.911
C: -2.620 1.107 -0.096
P: -0.210 0.271 0.674
O: 0.194 -0.450 -0.617
N: 0.455 1.770 0.624
C: 1.707 1.985 -0.108
C: 0.079 2.824 1.563
N: 0.350 -0.603 1.962
C: 1.636 -0.317 2.611
C: 0.095 -2.057 1.886
H: -3.629 0.064 1.948
H: -2.443 0.982 2.883
H: -2.239 -0.779 2.674
H: -2.563 2.195 0.059
H: -2.276 0.877 -1.116
H: -3.667 0.803 -0.001
H: 1.664 1.527 -1.101
H: 1.846 3.065 -0.239
H: 2.574 1.592 0.441
H: 0.310 3.792 1.105
H: -0.995 2.799 1.785
H: 0.637 2.765 2.509
H: 1.700 -0.964 3.492
H: 2.502 -0.538 1.965
H: 1.687 0.726 2.942
H: -0.967 -2.268 1.683
H: 0.719 -2.564 1.125
H: 0.352 -2.473 2.872

Quick look at the natural (NBO) charges, all values in e: atom 1 (O): -0.48, atom 2 (C): 0.50, atom 3 (Be): 1.46, atom 4 (O): -0.43, atom 5 (C): 0.47, atom 6 (C): 0.50, atom 7 (O): -0.46, atom 8 (C): 0.32, atom 9 (O): -0.44, atom 10 (C): 0.49, atom 11 (O): -0.44, atom 12 (H): -0.59, atom 13 (C): -0.39, atom 14 (N): -0.81, atom 15 (C): -0.41, atom 16 (P): 2.49, atom 17 (O): -1.29, atom 18 (N): -0.82, atom 19 (C): -0.40, atom 20 (C): -0.40, atom 21 (N): -0.81, atom 22 (C): -0.40, atom 23 (C): -0.42, atom 24 (H): 0.22, atom 25 (H): 0.20, atom 26 (H): 0.22, atom 27 (H): 0.19, atom 28 (H): 0.22, atom 29 (H): 0.22, atom 30 (H): 0.20, atom 31 (H): 0.22, atom 32 (H): 0.20, atom 33 (H): 0.22, atom 34 (H): 0.22, atom 35 (H): 0.20, atom 36 (H): 0.22, atom 37 (H): 0.19, atom 38 (H): 0.21, atom 39 (H): 0.22, atom 40 (H): 0.19, atom 41 (H): 0.22


[5]
Here is a molecular structure, C11H19ClILaNOP in a non-equilibrium geometry from the OMol25 dataset. Energies are from ωB97M-V/def2-TZVPD.

As for the net charge: +2. The frontier orbital gap is 7.1 eV. The calculation puts the highest occupied orbital energy at -15.16 eV. For the energy relative to the best compared isomer or geometry (same formula, charge and spin), the calculation gives 0.0 kcal per mole.

Geometry (Å):
C: -1.099 -1.537 -1.826
I: 1.536 -2.596 -0.990
H: -0.310 -0.809 -2.060
H: -1.616 -1.170 -0.898
H: -1.875 -1.572 -2.632
La: 0.186 1.170 2.028
P: 1.397 1.510 -1.239
C: 2.043 0.475 -2.614
C: 0.601 2.776 -2.328
H: 2.714 3.189 -0.111
H: 3.343 2.905 -1.777
H: 3.654 1.712 -0.464
C: 2.936 2.431 -0.871
H: 0.069 3.496 -1.695
H: 1.346 3.311 -2.940
H: 2.593 1.062 -3.361
H: 1.231 -0.054 -3.120
H: -0.137 2.303 -2.991
H: 2.704 -0.281 -2.179
C: -0.499 -2.891 -1.614
O: -1.029 -3.977 -1.619
Cl: -1.254 3.225 1.766
C: -3.593 -2.889 4.983
C: -2.817 -2.094 3.955
C: -2.017 -2.733 2.994
C: -1.201 -1.995 2.172
N: -1.141 -0.611 2.282
C: -2.056 0.032 3.107
C: -2.877 -0.701 3.940
H: -4.275 -3.630 4.523
H: -2.887 -3.447 5.627
H: -4.201 -2.219 5.621
H: -1.994 -3.829 2.931
H: -0.594 -2.438 1.397
H: -2.225 1.131 2.984
H: -3.524 -0.148 4.643

Quick look at the Mulliken charges, all values in e: atom 1 (C): -0.16, atom 2 (I): -0.04, atom 3 (H): -0.27, atom 4 (H): 0.14, atom 5 (H): 0.34, atom 6 (La): 1.70, atom 7 (P): 0.47, atom 8 (C): -1.21, atom 9 (C): -1.10, atom 10 (H): 0.42, atom 11 (H): 0.35, atom 12 (H): 0.38, atom 13 (C): -1.18, atom 14 (H): 0.33, atom 15 (H): 0.38, atom 16 (H): 0.39, atom 17 (H): 0.37, atom 18 (H): 0.37, atom 19 (H): 0.27, atom 20 (C): 0.40, atom 21 (O): -0.44, atom 22 (Cl): -0.40, atom 23 (C): -1.28, atom 24 (C): 1.04, atom 25 (C): -0.55, atom 26 (C): -0.13, atom 27 (N): -0.32, atom 28 (C): -0.20, atom 29 (C): -0.75, atom 30 (H): 0.36, atom 31 (H): 0.34, atom 32 (H): 0.37, atom 33 (H): 0.44, atom 34 (H): 0.28, atom 35 (H): 0.53, atom 36 (H): 0.36


[6]
Here is a molecular structure, C11H19CuNOSi2 in a non-equilibrium geometry from the OMol25 dataset. Energies are from ωB97M-V/def2-TZVPD.

As for the net charge: 0. The frontier orbital gap (alpha / beta) is 9.5 / 5.5 eV. The calculation puts the highest occupied orbital energy (alpha / beta) at -8.91 / -8.26 eV. As for the expectation value of S²: 0.76. For the energy relative to the best compared isomer or geometry (same formula, charge and spin), the calculation gives 13.5 kcal per mole. Its multiplicity is 2.

Geometry (Å):
Cu: 1.207 1.721 -1.925
C: 0.229 2.405 2.349
Si: 0.499 1.044 1.129
C: 2.364 0.877 1.029
C: -0.256 -0.616 1.530
C: -0.013 -1.337 2.699
C: -0.564 -2.600 2.878
C: -1.353 -3.161 1.882
C: -1.590 -2.461 0.706
C: -1.055 -1.186 0.519
Si: -1.218 -0.186 -1.050
C: -2.928 0.161 -1.650
C: -0.400 -1.102 -2.469
H: 0.498 2.010 3.335
H: -0.800 2.760 2.382
H: 0.895 3.246 2.143
H: 2.805 0.657 2.008
H: 2.812 1.816 0.680
H: 2.663 0.080 0.342
H: 0.610 -0.916 3.483
H: -0.375 -3.149 3.793
H: -1.778 -4.148 2.021
H: -2.199 -2.919 -0.068
H: -3.460 -0.798 -1.667
H: -2.908 0.540 -2.675
H: -3.479 0.856 -1.018
H: -0.940 -2.020 -2.727
H: 0.632 -1.377 -2.231
H: -0.388 -0.475 -3.369
C: 2.689 1.878 -3.181
H: 3.352 2.713 -2.945
H: 2.354 2.000 -4.212
H: 3.280 0.959 -3.129
O: -1.182 1.603 0.046
N: -0.005 1.127 -0.638

Quick look at the natural (NBO) charges, all values in e: atom 1 (Cu): 0.89, atom 2 (C): -1.13, atom 3 (Si): 1.83, atom 4 (C): -1.16, atom 5 (C): -0.48, atom 6 (C): -0.14, atom 7 (C): -0.22, atom 8 (C): -0.21, atom 9 (C): -0.18, atom 10 (C): -0.47, atom 11 (Si): 1.83, atom 12 (C): -1.13, atom 13 (C): -1.16, atom 14 (H): 0.24, atom 15 (H): 0.25, atom 16 (H): 0.24, atom 17 (H): 0.24, atom 18 (H): 0.24, atom 19 (H): 0.24, atom 20 (H): 0.20, atom 21 (H): 0.21, atom 22 (H): 0.21, atom 23 (H): 0.21, atom 24 (H): 0.25, atom 25 (H): 0.24, atom 26 (H): 0.25, atom 27 (H): 0.24, atom 28 (H): 0.24, atom 29 (H): 0.24, atom 30 (C): -1.26, atom 31 (H): 0.21, atom 32 (H): 0.21, atom 33 (H): 0.21, atom 34 (O): -0.55, atom 35 (N): -0.85


no.,electronic energy (eV)
1,-13746.5522
2,-610055.2514
3,-25600.5721
4,-38155.2431
5,-46010.1949
6,-75646.0619